{
  "formula": "C42H50BrMoN6OSi2Te",
  "method": "ωB97M-V with the def2-TZVPD basis set",
  "elements": ["C", "H", "C", "H", "Br", "H", "C", "C", "C", "C", "H", "H", "H", "H", "N", "N", "C", "H", "H", "C", "H", "C", "H", "H", "H", "C", "C", "C", "H", "C", "H", "N", "H", "H", "H", "H", "C", "C", "H", "H", "H", "H", "H", "C", "H", "C", "H", "H", "H", "C", "C", "C", "O", "H", "C", "H", "N", "Te", "H", "C", "H", "C", "H", "H", "C", "C", "H", "H", "H", "Mo", "H", "H", "H", "H", "H", "C", "H", "C", "H", "C", "C", "H", "N", "C", "H", "C", "H", "Si", "C", "C", "H", "C", "C", "C", "Si", "C", "N", "H", "C", "C", "C", "C", "H", "C"],
  "positions_angstrom": [[3.345598, 3.048765, -1.767429], [4.008833, 3.870195, -2.002503], [1.337118, -1.650167, 4.287972], [-1.457849, -4.614508, 3.289724], [6.237521, -2.034185, -5.509991], [-1.044145, 4.757758, 4.247776], [2.915157, -2.170558, -1.458981], [-1.966834, -2.805213, 2.257087], [-3.441704, 0.899743, -1.086794], [0.196463, 3.061132, 0.796094], [2.164976, 0.341702, 2.222965], [-2.947639, -2.698133, 2.698507], [3.777184, -0.702765, -6.440824], [-1.211119, -0.376548, 5.487643], [-0.990860, -2.074701, -2.028841], [1.844474, -2.066391, -0.691590], [0.473312, -2.947764, 1.029969], [-0.630736, 3.068991, 3.960622], [-2.590316, 0.341724, -3.588393], [-0.439379, 6.001007, 1.101014], [-1.781612, 2.176563, -0.719193], [2.137575, -0.957704, -3.472832], [2.096670, 0.665666, 6.601772], [3.122720, 0.239068, 0.080274], [-1.032364, 6.781319, 1.582404], [2.142468, 1.095838, 5.599196], [3.745678, 2.035149, -0.903537], [-4.511831, -1.008717, -0.427583], [0.812848, -2.219999, 5.057442], [2.854830, 1.028967, -0.608838], [-0.405874, -3.825735, -1.098567], [-0.358700, -1.903352, 0.702997], [3.560495, -4.119646, 0.230477], [2.403305, -1.854852, 4.406155], [0.159418, 1.557976, -3.737098], [-3.028765, -1.821218, -4.680556], [-5.732909, -0.369357, -0.335357], [-5.783074, 0.990079, -0.612023], [-0.001298, 3.242797, -0.257742], [5.155940, -2.441486, -2.796598], [4.735222, 2.030936, -0.469302], [-2.976779, 4.069953, 0.484341], [-2.961257, -4.293615, -4.492488], [4.605377, -1.595866, -4.665716], [3.179145, 1.027515, 5.264601], [-2.446615, -2.295232, -3.901159], [3.713218, -2.822843, -1.122627], [-1.488987, 0.531624, 4.002910], [1.263621, 3.207812, 0.969224], [-0.434333, 4.092085, 3.634079], [-1.612638, -0.036955, -3.282934], [3.150873, -1.626281, -2.732569], [0.975341, -0.681611, -2.945731], [2.984486, -5.742300, 1.919049], [-2.424883, -3.675067, -3.785623], [-6.712185, 1.537880, -0.531618], [-1.054801, 0.800491, -2.167403], [-0.265615, 1.039204, 1.293547], [1.030639, -2.035861, 3.315714], [2.593902, -4.020102, 0.702156], [-0.988930, 1.356468, 5.479695], [-1.709588, -1.520532, -3.021694], [0.610380, 4.328339, 3.846770], [-2.830949, 2.766807, 1.685551], [-4.622408, 1.631535, -1.011883], [4.388028, -1.925662, -3.360107], [1.619418, -0.138645, -5.385384], [-2.165594, -1.016370, 1.114879], [0.610986, 6.253076, 1.258566], [0.287771, -0.704439, -1.016415], [-2.508880, 2.323971, -2.301644], [-4.633467, 2.682084, -1.274266], [-3.318912, 4.381444, 2.174091], [-0.641302, 6.054467, 0.029811], [-0.556342, 2.797710, -2.749771], [1.241423, 1.925451, -1.997702], [-0.965128, 0.049983, -4.152215], [-1.151604, -3.856021, 2.580193], [-6.620469, -0.919503, -0.055794], [-0.991950, -3.411975, -1.906918], [-1.525318, -1.848963, 1.342523], [1.687273, 1.950304, 2.778823], [1.618529, 0.964847, -1.138330], [2.263409, -4.974254, 1.675744], [1.885309, 2.152955, 5.686831], [0.121224, -3.935986, 1.981657], [0.762837, -5.716857, 3.007360], [0.973789, 0.192333, 4.449921], [-1.681719, -4.244534, -2.760327], [-2.657936, 3.830722, 1.501861], [1.732513, 3.753889, -2.996241], [1.708862, -3.019972, 0.356949], [3.596796, -0.946964, -5.402359], [1.359089, 0.914788, 2.683366], [-0.861513, 4.324851, 1.823960], [-0.846164, 0.454997, 4.882028], [-3.381892, -0.383207, -0.773247], [-1.628852, -5.315541, -2.628964], [2.076983, 2.986159, -2.315123], [-2.179805, 1.596922, -1.551745], [-0.088772, 1.811702, -2.707344], [2.396095, -0.632497, -4.814844], [-4.414421, -2.068484, -0.209324], [1.041894, -4.958603, 2.287790]],
  "forces_ev_per_angstrom": [[-0.06, -0.12, 0.05], [0.01, -0.02, -0.04], [0.06, 0.30, 0.22], [-0.02, 0.01, 0.01], [-0.23, 0.09, 0.13], [-0.02, -0.03, 0.03], [-0.09, -0.08, -0.02], [0.03, -0.20, 0.18], [0.04, -0.14, -0.16], [-0.23, 0.19, 0.23], [0.02, 0.01, 0.00], [0.01, 0.06, 0.00], [-0.02, 0.02, -0.01], [0.02, -0.03, -0.01], [-0.50, -0.16, -0.40], [0.73, -0.12, -0.28], [0.24, -0.17, 0.03], [-0.05, -0.02, 0.01], [-0.02, 0.00, 0.13], [-0.03, -0.18, 0.27], [0.12, 0.06, -0.06], [0.58, -0.18, 0.05], [-0.01, 0.00, 0.01], [-0.02, -0.02, -0.03], [-0.01, 0.01, 0.00], [-0.17, -0.20, -0.11], [-0.01, 0.14, -0.05], [0.08, -0.05, 0.10], [0.00, -0.01, 0.00], [0.05, -0.09, 0.17], [0.02, 0.00, -0.01], [-0.33, -0.50, 0.33], [-0.01, 0.00, -0.03], [0.02, 0.02, -0.04], [-0.09, -0.04, 0.00], [0.04, 0.04, -0.01], [-0.03, -0.01, 0.03], [0.08, 0.00, -0.01], [-0.05, -0.03, -0.07], [0.00, -0.01, -0.01], [-0.03, -0.03, 0.06], [0.04, -0.01, -0.02], [-0.06, 0.00, 0.04], [0.31, -0.08, -0.14], [0.00, -0.03, -0.03], [-0.08, -0.09, 0.04], [-0.04, -0.02, 0.11], [-0.05, -0.03, 0.01], [0.05, -0.13, -0.06], [0.02, 0.17, -0.29], [-0.14, -0.12, -0.17], [-0.22, 0.34, -0.19], [-0.47, -0.17, 0.39], [0.00, 0.00, -0.01], [0.09, 0.10, 0.04], [-0.01, -0.01, -0.03], [-0.38, -0.18, 0.32], [0.26, 0.35, 0.05], [-0.03, 0.05, 0.01], [-0.02, 0.25, -0.18], [0.00, 0.04, -0.04], [-0.11, 0.13, 0.01], [0.02, 0.00, -0.03], [-0.03, 0.00, 0.01], [0.04, 0.11, -0.06], [0.07, -0.06, 0.00], [0.01, -0.03, -0.03], [-0.13, 0.06, -0.21], [0.01, -0.01, 0.02], [-0.03, 0.63, -0.15], [0.14, 0.02, -0.01], [-0.03, 0.00, 0.01], [-0.02, 0.00, 0.00], [-0.04, -0.07, 0.00], [0.00, -0.04, 0.08], [-0.08, 0.05, -0.02], [0.03, 0.11, 0.04], [-0.01, 0.13, -0.07], [0.01, 0.01, 0.01], [-0.02, -0.19, 0.10], [-0.07, 0.05, -0.20], [-0.03, 0.04, -0.10], [0.60, 0.60, -0.30], [-0.07, -0.11, 0.16], [-0.04, 0.00, -0.03], [-0.01, 0.12, -0.21], [0.04, 0.00, 0.02], [-0.08, -0.06, -0.17], [0.00, 0.05, 0.01], [0.28, 0.20, 0.09], [-0.02, -0.02, -0.01], [-0.10, -0.30, 0.40], [0.07, -0.04, 0.16], [-0.13, -0.27, 0.25], [-0.12, -0.22, -0.24], [0.32, 0.01, 0.04], [0.35, -0.32, -0.09], [0.01, 0.00, 0.02], [0.01, 0.02, 0.02], [-0.21, 0.22, 0.06], [0.27, 0.08, -0.19], [-0.26, 0.09, 0.09], [-0.07, 0.04, -0.01], [0.04, 0.01, -0.01]],
  "gap_ev": [6.54, 6.21],
  "energy_ha": -5522.742336,
  "total_charge": 3,
  "homo_ha": [-0.5578, -0.5604],
  "multiplicity": 3,
  "e_lumo_ev": [-8.6, -9.0]
}